No. 1
{"formula": "C5H3N2O4S", "method": "ωB97M-V/def2-TZVPD", "elements": ["C", "C", "C", "C", "C", "N", "N", "O", "O", "O", "O", "S", "H", "H", "H"], "xyz": [[1.2616, -0.1066, -0.0128], [0.3340, 0.6993, -0.7652], [1.0748, -1.1083, 0.8201], [-0.8663, 0.1402, -1.1626], [-1.1446, -2.3528, 1.0431], [-0.0634, -1.9477, 0.7553], [-1.9219, -0.0484, -1.5518], [-2.1812, -2.8105, 1.2474], [-2.9657, -0.4372, -1.9941], [1.7616, 2.4276, 0.6645], [-0.5182, 3.3437, 0.1468], [0.3051, 2.2369, 0.6357], [2.2622, 0.3113, 0.0450], [0.8998, 1.2402, -1.4534], [1.7622, -1.5878, 1.5820]], "forces_ev_per_a": [[1.7, 0.0, 0.6], [1.4, -0.1, 1.2], [-0.3, -2.7, 1.3], [0.0, 0.5, -0.1], [2.8, 1.4, -0.6], [-0.8, 0.1, 0.2], [0.0, -0.5, 0.0], [-2.4, -1.1, 0.6], [-1.9, -0.4, -0.7], [0.2, 0.8, -0.5], [0.4, 0.1, -0.8], [-1.0, -0.5, 2.0], [-0.2, 0.1, 0.1], [0.4, 0.9, -1.8], [-0.2, 1.2, -1.4]], "gap_ev": 7.14, "e_above_lowest_kcal_mol": 53.9, "charge": -1, "e_homo_ha": -0.140}

---

No. 2
{"formula": "C4H8O3", "method": "ωB97M-V/def2-TZVPD", "elements": ["O", "C", "C", "C", "O", "C", "O", "H", "H", "H", "H", "H", "H", "H", "H"], "xyz": [[-2.3815, -0.2376, -0.4952], [-1.4599, -0.4223, 0.5356], [-0.0382, 0.0507, -0.0229], [1.1125, -0.7248, 0.5516], [2.3712, -0.1997, 0.2208], [0.1426, 1.4124, -0.5393], [0.1523, 0.2956, -1.4417], [-1.6110, -0.2190, -1.0969], [-1.6714, 0.2082, 1.4035], [-1.4270, -1.4845, 0.8333], [1.0096, -0.6965, 1.6381], [1.0122, -1.7761, 0.2282], [2.4210, -0.1831, -0.7457], [1.0948, 1.9223, -0.3912], [-0.7272, 2.0544, -0.6781]], "forces_ev_per_a": [[1.0, 0.1, -0.4], [1.4, 0.2, 0.4], [-0.2, -0.1, 0.9], [-0.2, -0.1, 0.3], [0.1, 0.0, -0.2], [0.0, 0.1, 0.3], [-0.7, -0.5, 0.3], [-1.8, 0.2, -2.1], [-0.1, -0.1, 0.1], [0.2, 0.3, 0.1], [0.2, -0.1, 0.1], [0.0, 0.2, 0.1], [0.0, 0.0, 0.2], [-0.2, -0.2, -0.2], [0.1, -0.1, 0.2]], "gap_ev": 11.24, "e_above_lowest_kcal_mol": 70.1, "smiles": "OCC1(CO)CO1", "e_homo_ha": -0.384}

---

No. 3
{"formula": "C24H26N4O5S", "method": "ωB97M-V/def2-TZVPD", "elements": ["C", "O", "C", "C", "C", "C", "O", "C", "S", "C", "N", "N", "C", "C", "C", "C", "C", "O", "C", "C", "N", "C", "C", "C", "C", "C", "O", "C", "C", "C", "N", "C", "C", "O", "H", "H", "H", "H", "H", "H", "H", "H", "H", "H", "H", "H", "H", "H", "H", "H", "H", "H", "H", "H", "H", "H", "H", "H", "H", "H"], "xyz": [[-1.1656, -3.2312, -2.7680], [-1.7698, -2.8802, -1.5386], [-0.9601, -2.6421, -0.4677], [0.3860, -2.9490, -0.4120], [1.1298, -2.6569, 0.7331], [2.5912, -2.8843, 0.8175], [3.1414, -3.1663, 1.8595], [3.3929, -2.5962, -0.4330], [3.5869, -0.7643, -0.4743], [1.9963, -0.3549, -1.0386], [1.3799, -0.8532, -2.0740], [0.1556, -0.3158, -2.1064], [0.0260, 0.5061, -1.0926], [-1.2123, 1.2003, -0.7888], [-1.6679, 1.3721, 0.5155], [-2.8827, 1.9815, 0.7588], [-3.6734, 2.4165, -0.2985], [-4.8826, 3.0007, -0.1008], [-3.2315, 2.2318, -1.6076], [-2.0164, 1.6286, -1.8464], [1.1871, 0.5177, -0.3650], [1.6420, 1.3675, 0.6946], [2.5045, 2.5127, 0.1197], [3.1828, 3.3204, 1.2344], [4.5683, 2.6799, 1.3035], [4.8051, 2.3265, -0.1612], [3.5357, 1.9692, -0.6856], [0.4909, -2.1053, 1.8404], [-0.8534, -1.7884, 1.7946], [-1.5866, -2.0321, 0.6420], [-2.9311, -1.7080, 0.4870], [-3.7641, -1.0422, 1.3341], [-5.1403, -0.8406, 0.7348], [-3.4556, -0.6501, 2.4377], [-0.7200, -4.2295, -2.7208], [-0.4150, -2.4907, -3.0523], [-1.9742, -3.2341, -3.4967], [0.8606, -3.4187, -1.2569], [4.4005, -2.9977, -0.3435], [2.9249, -2.8934, -1.3656], [-1.1097, 0.9827, 1.3523], [-3.2304, 2.0902, 1.7766], [-5.0698, 3.0535, 0.8448], [-3.8596, 2.5649, -2.4184], [-1.6707, 1.4709, -2.8555], [2.2517, 0.7618, 1.3725], [0.7911, 1.7894, 1.2267], [1.8616, 3.1372, -0.5169], [3.2639, 4.3669, 0.9402], [2.6353, 3.2599, 2.1722], [4.5435, 1.7733, 1.9078], [5.3277, 3.3502, 1.6973], [5.1901, 3.1932, -0.7155], [5.4754, 1.4788, -0.3063], [1.0704, -1.9089, 2.7296], [-1.3455, -1.3446, 2.6441], [-3.2849, -1.9557, -0.4285], [-5.5690, -1.7967, 0.4436], [-5.0694, -0.2057, -0.1464], [-5.7874, -0.3673, 1.4677]], "forces_ev_per_a": [[0.1, 0.0, -0.3], [-0.1, 0.1, 0.5], [0.0, 0.0, 0.3], [-0.1, -0.1, 0.1], [-0.5, 0.0, 0.4], [0.2, -0.2, -0.1], [0.0, 0.0, 0.0], [0.0, 0.4, 0.1], [0.4, -0.6, -0.1], [0.0, 0.1, 0.0], [1.1, -0.1, -0.1], [-1.0, 0.4, -0.1], [0.3, -0.2, 0.0], [-0.3, 0.3, 0.2], [0.0, 0.0, -0.2], [-0.2, 0.2, 0.0], [0.4, -0.2, 0.1], [-0.2, 0.1, 0.0], [-0.3, 0.1, 0.2], [0.1, 0.0, 0.2], [-0.2, -0.6, -0.6], [0.4, 0.6, 0.1], [-0.6, 0.1, 0.3], [0.0, -0.1, -0.2], [-0.1, -0.1, -0.2], [0.3, 0.2, 0.1], [-0.2, 0.1, -0.1], [0.3, -0.1, -0.3], [-0.1, 0.0, 0.1], [0.3, -0.1, -0.1], [0.1, -0.3, -0.5], [-0.4, -0.1, -0.3], [0.0, 0.1, 0.2], [0.1, 0.1, 0.3], [0.0, 0.0, 0.0], [0.0, -0.1, 0.0], [0.1, 0.0, 0.0], [0.0, 0.1, -0.1], [-0.1, 0.0, 0.0], [0.0, -0.1, 0.0], [0.1, -0.1, 0.1], [-0.1, 0.0, 0.1], [0.1, 0.0, -0.1], [-0.1, 0.0, -0.1], [0.0, 0.0, -0.1], [-0.2, 0.1, 0.0], [0.1, -0.1, 0.0], [0.1, -0.1, 0.1], [0.0, 0.0, 0.0], [-0.1, 0.1, 0.1], [0.0, 0.0, 0.0], [0.0, 0.0, 0.1], [0.0, -0.1, 0.0], [0.0, 0.1, 0.0], [0.1, 0.0, 0.1], [0.0, 0.0, 0.0], [-0.1, 0.1, 0.2], [-0.1, -0.1, -0.1], [0.0, 0.0, -0.1], [0.0, 0.0, 0.0]], "gap_ev": 8.56, "e_above_lowest_kcal_mol": 30.2, "smiles": "COc1cc(C(=O)CSc2nnc(-c3ccc(O)cc3)n2C[C@H]2CCCO2)ccc1NC(C)=O", "e_homo_ha": -0.297}

---

No. 4
{"formula": "HO", "method": "ωB97M-V/def2-TZVPD", "elements": ["O", "H"], "xyz": [[0.0946, 0.0058, -0.0448], [-0.7566, -0.0467, 0.3585]], "forces_ev_per_a": [[1.0, 0.1, -0.5], [-1.0, -0.1, 0.5]], "gap_ev": 8.34, "e_above_lowest_kcal_mol": 0.3, "smiles": "[OH-]", "charge": -1, "e_homo_ha": -0.064}

---

No. 5
{"formula": "C15H37B3BrFO9", "method": "ωB97M-V/def2-TZVPD", "elements": ["C", "C", "Br", "C", "B", "O", "B", "O", "B", "F", "O", "H", "H", "H", "H", "H", "H", "H", "C", "O", "C", "C", "O", "C", "H", "H", "H", "H", "H", "H", "H", "H", "H", "H", "C", "O", "C", "C", "O", "C", "H", "H", "H", "H", "H", "H", "H", "H", "H", "H", "C", "O", "C", "C", "O", "C", "H", "H", "H", "H", "H", "H", "H", "H", "H", "H"], "xyz": [[-4.6182, 5.2904, -0.0925], [-4.7407, 4.1132, 0.8669], [-4.6039, 2.4645, -0.1865], [-3.7240, 4.1850, 2.0181], [-2.3118, 3.5535, 1.7557], [-2.0532, 2.2012, 1.8294], [-0.7653, 1.8516, 1.4675], [-0.2447, 2.5063, 0.3540], [-0.3086, 3.8714, 0.5566], [0.5053, 4.6814, -0.1025], [-1.2226, 4.3844, 1.4490], [-5.4252, 5.2827, -0.8267], [-3.6796, 5.2252, -0.6516], [-4.6158, 6.2314, 0.4636], [-5.7502, 4.0710, 1.2741], [-3.5935, 5.2458, 2.2561], [-4.1536, 3.7127, 2.9079], [-0.1038, 1.1116, 2.1169], [1.1886, 2.6723, -2.6796], [0.5640, 2.2840, -3.8927], [1.3885, 2.4279, -5.0343], [1.9742, 1.1086, -5.4851], [2.8874, 0.5812, -4.5378], [2.3441, -0.4450, -3.7350], [0.5409, 2.3631, -1.8617], [2.1659, 2.1958, -2.5634], [1.3141, 3.7593, -2.6392], [2.1945, 3.1429, -4.8391], [0.7678, 2.8295, -5.8416], [2.5238, 1.2637, -6.4184], [1.1684, 0.3934, -5.6807], [2.1964, -1.3621, -4.3178], [1.3913, -0.1473, -3.2872], [3.0623, -0.6473, -2.9411], [0.8799, -3.3970, 5.6445], [1.8064, -3.5000, 4.5820], [1.2885, -3.0698, 3.3331], [1.7579, -1.6833, 2.9640], [1.2359, -0.6948, 3.8378], [2.1604, -0.2424, 4.8068], [1.4253, -3.5771, 6.5694], [0.4231, -2.4047, 5.6869], [0.0894, -4.1501, 5.5499], [0.1940, -3.0996, 3.3393], [1.6388, -3.7667, 2.5669], [1.3961, -1.4571, 1.9563], [2.8521, -1.6466, 2.9502], [2.9435, 0.3701, 4.3457], [2.6267, -1.0757, 5.3389], [1.6103, 0.3714, 5.5183], [-1.0846, -2.8387, -2.7359], [-0.1608, -3.9117, -2.7526], [1.0867, -3.5965, -2.1608], [1.2073, -4.1529, -0.7610], [0.2909, -3.5365, 0.1283], [-0.8471, -4.3300, 0.4104], [-2.0493, -3.2378, -3.0436], [-1.1797, -2.4038, -1.7377], [-0.7871, -2.0543, -3.4404], [1.2367, -2.5129, -2.1392], [1.8715, -4.0353, -2.7849], [2.2173, -3.9516, -0.3887], [1.0607, -5.2374, -0.7727], [-0.5826, -5.1781, 1.0518], [-1.3126, -4.7039, -0.5045], [-1.5584, -3.6986, 0.9405]], "forces_ev_per_a": [[0.2, -0.2, -0.2], [-0.1, 0.4, 0.1], [0.0, -0.1, 0.0], [-0.1, -0.1, 0.2], [0.1, 0.1, -0.1], [0.4, 0.3, 0.4], [-0.4, -0.3, -0.3], [0.5, 0.4, 0.8], [-0.2, -0.2, -0.2], [-0.1, 0.0, 0.0], [-0.3, 0.0, -0.5], [0.0, 0.1, 0.1], [0.0, 0.1, 0.1], [-0.1, -0.1, 0.0], [0.1, 0.0, 0.0], [0.0, -0.1, 0.0], [0.0, -0.1, -0.1], [-0.1, -0.3, -0.2], [0.0, 0.0, -0.1], [0.0, -0.1, 0.0], [-0.1, 0.1, 0.0], [0.1, 0.0, 0.0], [0.0, 0.0, 0.0], [0.0, 0.0, 0.0], [0.0, 0.0, -0.1], [0.0, 0.0, 0.0], [0.0, 0.0, 0.0], [0.0, 0.0, 0.0], [0.0, 0.0, 0.0], [0.0, 0.0, 0.0], [0.0, 0.0, 0.0], [0.0, 0.0, 0.0], [0.0, 0.0, 0.0], [0.0, 0.0, 0.0], [0.0, 0.0, 0.0], [0.0, 0.1, 0.0], [0.1, -0.2, 0.0], [-0.1, 0.1, -0.1], [0.0, 0.0, 0.1], [0.0, 0.0, 0.0], [0.0, 0.0, 0.0], [0.0, 0.0, 0.0], [0.0, 0.0, 0.0], [0.0, 0.0, 0.0], [0.0, 0.0, 0.0], [0.0, 0.0, 0.0], [0.0, 0.0, 0.0], [0.0, 0.0, 0.0], [0.0, 0.0, 0.0], [0.0, 0.0, 0.0], [0.0, 0.0, 0.0], [0.0, 0.0, 0.1], [0.0, -0.1, -0.1], [0.1, 0.1, 0.1], [0.0, 0.0, 0.0], [0.0, 0.0, 0.0], [0.0, 0.0, 0.0], [0.0, 0.0, 0.0], [0.0, 0.0, 0.0], [0.0, 0.0, 0.0], [0.0, 0.0, 0.0], [0.0, 0.0, 0.0], [0.0, 0.0, 0.0], [0.0, 0.0, 0.0], [0.0, 0.0, 0.0], [0.0, 0.0, 0.0]], "gap_ev": 9.61, "e_above_lowest_kcal_mol": 2.3, "e_homo_ha": -0.336}

---

No. 6
{"formula": "C5H10O", "method": "ωB97M-V/def2-TZVPD", "elements": ["C", "O", "C", "C", "C", "C", "H", "H", "H", "H", "H", "H", "H", "H", "H", "H"], "xyz": [[-2.1978, -0.8444, 0.1334], [-0.9376, -0.4960, 0.6163], [-0.1374, 0.8069, -0.2143], [0.4684, 1.8318, 0.5044], [0.7915, -0.1406, -0.7082], [1.9269, -0.7206, 0.0494], [-3.0057, -0.3536, 0.7021], [-2.3557, -1.9310, 0.1999], [-2.3377, -0.5571, -0.9293], [-0.9352, 1.0888, -0.9037], [1.3779, 1.6686, 1.0718], [-0.0020, 2.8067, 0.5736], [0.6872, -0.4707, -1.7420], [1.7936, -1.8087, 0.0645], [1.9700, -0.3674, 1.0799], [2.8814, -0.5289, -0.4583]], "forces_ev_per_a": [[-0.4, 0.1, -0.2], [0.1, 0.5, 0.3], [-0.6, -1.3, -0.4], [0.1, 0.7, 0.8], [0.5, 0.1, -0.8], [0.0, 0.0, 0.0], [0.1, -0.1, -0.1], [0.1, 0.2, 0.0], [0.1, -0.1, 0.2], [0.2, 0.0, 0.1], [-0.2, 0.0, -0.1], [0.1, -0.1, 0.0], [-0.1, 0.0, 0.2], [0.1, 0.1, 0.0], [0.0, -0.1, -0.1], [-0.1, 0.0, 0.1]], "gap_ev": [8.23, 7.02], "e_above_lowest_kcal_mol": 114.2, "e_homo_ha": [-0.297, -0.276]}

---

Calculated largest force on an atom, 3.18 2.75 1.07 1.15 1.02 1.52 eV Å⁻¹ (same order as the records).